# 1
# C4H13NS

A 2-piece molecular cluster, C4H13NS overall in a non-equilibrium geometry (ωB97M-V/def2-TZVPD, OMol25).

Geometry as XYZ:
```
19
Properties=species:S:1:pos:R:3
S 0.76178 0.68663 4.12116
N -1.21956 -1.01985 -1.77751
C 0.83358 1.38284 2.46446
C 1.55446 0.48843 1.38980
C -1.72241 0.10449 -0.81264
C 0.25959 -1.12492 -1.79366
H 0.71459 -1.06871 -0.75923
H -1.25494 0.01617 0.18042
H 1.14204 -0.53573 1.28595
H 0.66396 -2.03044 -2.31438
H 2.58767 0.31858 1.61463
H -1.47160 1.05937 -1.19196
H -0.23339 1.67917 2.18938
H 1.42299 2.35097 2.51801
H 0.66996 -0.52014 -2.65877
H -1.62000 -0.76537 -2.70762
H -1.68086 -1.92257 -1.55303
H -2.78319 -0.05042 -0.60558
H 1.37535 0.95151 0.41058
```

Results
Relative energy (zero: lowest compared OMol25 entry of this formula, charge and spin) (kcal per mole): 104.3
Kohn-Sham gap (eV): 3.04
Total energy (eV): -16679.569
M (g/mol): 107.222

# 2
# C9H16Si2

A 2-piece molecular cluster, C9H16Si2 overall in a non-equilibrium geometry (ωB97M-V/def2-TZVPD, OMol25).

Geometry as XYZ:
```
27
Properties=species:S:1:pos:R:3
Si 1.76527 -0.89834 1.22203
Si -0.57151 -0.56466 1.13919
C -1.77397 2.53504 1.79875
C -2.55334 -1.21469 -0.79002
C -2.49862 -0.63507 -3.11817
C -1.26754 0.02929 -2.86166
C 2.39558 -1.28070 -0.52649
C 2.54501 0.86128 1.63694
C -1.33168 -0.60623 -0.53547
C -3.13376 -1.25749 -2.07234
C -0.76760 0.10735 -1.62653
H 2.55061 0.95556 2.70743
H -0.96710 2.88651 2.41828
H -2.46473 1.87894 2.21353
H -2.95131 -1.95175 -0.06807
H -0.72430 0.27103 -3.74818
H 2.09136 -0.37938 -1.07644
H 1.83407 -2.06331 -0.95440
H -1.49615 -1.53778 1.94935
H -4.05557 -1.84506 -2.21787
H -2.89737 -0.56096 -4.19557
H 3.47406 1.12852 1.16812
H 2.47365 -1.89508 2.17418
H 0.23088 0.42747 -1.36586
H 1.70184 1.44764 1.30016
H 3.42754 -1.41742 -0.65275
H -2.27319 3.23617 0.98698
```

Results
Relative energy (zero: lowest compared OMol25 entry of this formula, charge and spin) (kcal per mole): 75.7
Kohn-Sham gap (spin up / spin down) (eV): 7.94 / 7.20
Total energy (eV): -25343.342
M (g/mol): 180.399

# 3
# C3H5N3O

One molecule with the formula C3H5N3O (ωB97M-V/def2-TZVPD, OMol25).

Geometry as XYZ:
```
12
Properties=species:S:1:pos:R:3
O -2.31213 -1.20574 0.76009
N -1.46699 0.72808 -0.22574
N -0.22095 -1.08670 -0.31318
N 1.99507 -0.16333 0.05211
C -0.10752 1.13013 -0.12584
C -1.48365 -0.60950 0.11597
C 0.64032 0.01496 -0.19015
H 0.07846 -2.01115 -0.03022
H 2.45566 -0.88869 -0.47873
H 0.13875 2.05053 0.36939
H -2.22646 1.33499 0.04239
H 2.50943 0.70643 0.02391
```

Results
Relative energy (zero: lowest compared OMol25 entry of this formula, charge and spin) (kcal per mole): 19.7
Kohn-Sham gap (eV): 8.40
SMILES: Nc1c[nH]c(=O)[nH]1
Total energy (eV): -9709.728
M (g/mol): 99.093

# 4
# C30H30AsCl5N2RhS

C30H30AsCl5N2RhS as an isolated structure in a non-equilibrium geometry (ωB97M-V/def2-TZVPD, OMol25).

Geometry as XYZ:
```
70
Properties=species:S:1:pos:R:3
Rh -0.12454 0.51071 -0.33193
As 0.66134 0.14333 -2.58246
Cl 2.73182 -1.46972 1.00109
Cl 6.02475 2.71591 0.12350
Cl 0.66045 3.08119 -0.71576
Cl 5.58216 -0.21523 1.05375
Cl 3.54912 4.45351 -0.75925
S -0.36335 -1.74868 -0.36934
N -0.59984 0.81791 1.76663
N -2.36510 0.64881 -0.58953
C -1.41656 -3.37105 -2.28962
C -2.59135 1.94090 -1.25628
C -1.70890 -3.74182 -3.59307
C 5.13000 -1.31158 -2.53978
C -0.73276 -2.18040 -2.04782
C 1.37894 1.10665 -5.18173
C 0.33195 1.69167 2.50450
C 3.52104 0.43771 -2.88755
C 0.47972 3.03787 -6.29588
C -2.86619 0.70083 0.80432
C 2.48949 -0.47265 -2.66462
C 4.45280 2.03358 0.10102
C -0.66536 -0.46958 2.49869
C -0.27948 3.33439 -5.17535
C -1.93794 1.45395 1.73179
C 1.30725 1.92521 -6.29825
C -3.16353 -0.35732 -1.31407
C 2.78079 -1.80147 -2.38899
C 2.12922 2.19591 -0.34129
C 4.83861 0.01664 -2.82539
C 3.37149 2.80984 -0.30642
C 4.24545 0.70636 0.50511
C 1.89598 0.88628 -0.02364
C -1.33717 -2.93779 -4.66557
C -0.21220 2.51739 -4.05621
C 4.10375 -2.21905 -2.33036
C -0.64593 -1.75890 -4.42982
C 2.96658 0.14684 0.45223
C -0.34149 -1.39216 -3.12746
C 0.61749 1.40145 -4.05058
H 1.98332 -2.51358 -2.21302
H -0.91996 4.20582 -5.16644
H -2.36565 1.46702 2.74096
H -2.96723 -0.32764 1.14921
H -1.58415 -3.23041 -5.67635
H -3.86606 1.15001 0.82211
H -2.03838 2.73824 -0.76516
H -2.83968 -0.40530 -2.35196
H 5.63882 0.72529 -2.99560
H 3.30084 1.47488 -3.11229
H -1.27698 -1.19349 1.97128
H 1.90284 1.69146 -7.17022
H 0.43069 3.67656 -7.16696
H 6.15986 -1.63751 -2.48392
H -2.27134 1.86277 -2.29075
H 4.32953 -3.25416 -2.11343
H 1.30699 1.21629 2.56382
H 0.43104 2.64909 1.99492
H -0.34631 -1.12533 -5.25681
H -3.65781 2.19481 -1.24567
H -0.78121 2.77430 -3.17774
H 0.34134 -0.87199 2.58140
H -4.22176 -0.07940 -1.28238
H -2.24678 -4.66306 -3.77288
H -0.04728 1.86259 3.51593
H -1.81390 2.49167 1.41648
H 2.02781 0.24069 -5.19613
H -1.72591 -3.99555 -1.46137
H -1.07571 -0.30772 3.50116
H -3.03239 -1.33433 -0.85838
```

Results
Total charge: +1
Relative energy (zero: lowest compared OMol25 entry of this formula, charge and spin) (kcal per mole): 3.0
Kohn-Sham gap (eV): 7.10
Total energy (eV): -171867.010
M (g/mol): 805.744

# 5
# C23H29ClFeN2PS

C23H29ClFeN2PS as an isolated structure in a non-equilibrium geometry (ωB97M-V/def2-TZVPD, OMol25).

Geometry as XYZ:
```
58
Properties=species:S:1:pos:R:3
Fe 0.40986 -0.07742 0.07436
Cl 2.55738 0.20978 0.04516
S -0.21010 -0.95492 2.05677
P 0.00372 -0.01732 -2.19381
N -1.46666 0.81138 3.60308
N 0.87262 0.56180 3.96401
C -2.56642 0.51814 2.69976
C 1.58385 -0.23583 -3.12915
C -1.90680 1.53928 -3.66196
C 0.94841 1.47926 5.09317
C -1.82566 -2.36649 -5.00500
C -0.94688 -1.35912 -2.97896
C -0.26971 0.25466 3.32082
C -2.33772 -3.33652 -2.84604
C -0.49305 3.91670 -3.25693
C 2.17745 0.76435 -3.90279
C -2.32838 2.72162 -4.27927
C -1.03996 -1.39368 -4.37835
C -2.48194 -3.33125 -4.23543
C -1.87939 1.39437 4.87508
C 2.26680 -1.45585 -2.95924
C -1.62615 3.91533 -4.07622
C 3.47329 0.59283 -4.41554
C 2.13168 0.01568 3.48451
C 3.56556 -1.60841 -3.44138
C -1.56885 -2.35688 -2.20959
C -0.03770 2.72827 -2.68777
C 4.17038 -0.59225 -4.17944
C -0.70937 1.51166 -2.92558
H 1.64053 1.68818 -4.11672
H 2.35820 0.37940 2.46967
H -2.70684 -0.57071 2.60633
H -0.50410 -0.65814 -4.98395
H 0.59233 0.99572 6.01688
H -1.44653 -2.36371 -1.12347
H -3.46493 0.96759 3.11324
H 3.92943 1.39316 -4.99780
H 4.11206 -2.53501 -3.23813
H -2.73596 0.83004 5.26492
H -2.82524 -4.11101 -2.24953
H -1.92020 -2.36088 -6.09192
H -1.19989 -0.03692 -0.32122
H -2.16300 2.44767 4.72948
H 5.18326 -0.72382 -4.57944
H -1.10880 1.36011 5.64110
H -1.95705 4.83756 -4.56055
H -0.96306 0.81122 -0.17707
H -2.38453 0.92649 1.69429
H -3.20780 2.71280 -4.92578
H 2.91915 0.33565 4.16763
H 1.78194 -2.27216 -2.41996
H 1.99897 1.73710 5.25225
H 0.85972 2.73854 -2.06144
H 2.08080 -1.08093 3.43409
H 0.05019 4.84793 -3.07607
H -3.10561 -4.08597 -4.72464
H 0.39125 2.40411 4.89793
H -2.51455 0.63693 -3.76638
```

Results
Total charge: +2
Kohn-Sham gap (spin up / spin down) (eV): 7.77 / 3.86
Multiplicity: 6
Total energy (eV): -94317.378
M (g/mol): 487.838

# 6
# C10H15N3O2

A 2-piece molecular cluster, C10H15N3O2 overall in a non-equilibrium geometry (ωB97M-V/def2-TZVPD, OMol25).

Geometry as XYZ:
```
30
Properties=species:S:1:pos:R:3
O 2.28589 -2.51446 0.48492
O 3.56337 -1.78473 -1.22925
N 2.70214 -1.47918 -0.34385
N 2.76034 0.77317 -0.78374
N -0.20869 -1.60533 -0.63376
C 0.58419 -0.56670 -2.62380
C -1.44470 1.42706 2.78818
C -2.64799 0.77112 2.83784
C -2.49041 0.17743 0.57199
C -3.15482 0.06867 1.74322
C -0.67065 1.45578 1.59466
C -0.47687 0.81985 -0.84056
C 0.08024 -0.52933 -1.26089
C 2.18396 -0.30178 -0.10128
C -1.22744 0.82111 0.44431
H -0.96271 2.01987 3.53345
H -2.98065 0.79400 3.80544
H 1.92866 1.35249 -1.10115
H 0.30356 1.50457 -0.85781
H 3.40987 0.48890 -1.46663
H -1.19251 1.30530 -1.61569
H -0.77497 -1.63996 0.22170
H -0.24984 -0.36917 -3.33136
H 0.93091 -1.51266 -2.93566
H 1.26942 0.19082 -2.89539
H 1.76032 -0.02448 0.79370
H -2.84263 -0.27176 -0.33970
H 0.31249 1.81225 1.39547
H -4.11483 -0.38056 1.84593
H 1.36433 -2.80229 0.29970
```

Results
Relative energy (zero: lowest compared OMol25 entry of this formula, charge and spin) (kcal per mole): 159.9
Kohn-Sham gap (spin up / spin down) (eV): 8.49 / 8.49
SMILES: [H]/N=C(/C)Cc1ccccc1.N/C=[N+](\[O-])O
Total energy (eV): -19173.287
M (g/mol): 209.249

# 7
# C3H6FNS

One molecule with the formula C3H6FNS in a non-equilibrium geometry (ωB97M-V/def2-TZVPD, OMol25).

Geometry as XYZ:
```
12
Properties=species:S:1:pos:R:3
S -1.87979 -0.38899 -0.08802
F 2.00252 0.57411 -0.16915
N -0.17253 1.69680 0.27741
C 1.05763 -1.58504 0.39907
C -0.42245 0.42632 -0.05649
C 0.92170 -0.30316 -0.38477
H 0.81084 2.01266 0.41815
H 2.10537 -1.94162 0.34468
H 0.70396 -1.50041 1.41885
H 0.85771 -0.47905 -1.45043
H 0.43780 -2.37180 -0.08552
H -0.99534 2.23078 0.59621
```

Results
Relative energy (zero: lowest compared OMol25 entry of this formula, charge and spin) (kcal per mole): 2.6
Kohn-Sham gap (eV): 9.31
SMILES: C[C@H](F)C(N)=S
Total energy (eV): -18251.221
M (g/mol): 107.153